# 1
A 10-piece molecular cluster, C39H101N3O13 overall in a non-equilibrium geometry, computed with ωB97M-V/def2-TZVPD.

Structure (XYZ):
```
156
Properties=species:S:1:pos:R:3:forces:R:3:mulliken_charge:R:1
C 11.34368 -14.44317 -11.10801 0.3 -0.5 0.3 -0.891
O 10.94886 -15.75683 -10.76793 0.3 -0.2 -0.2 -0.167
C 10.30246 -16.43211 -11.84647 -0.1 -0.3 0.6 -0.698
C 10.53724 -17.96461 -11.77513 -0.3 1.1 1.1 0.425
N 11.77021 -18.42079 -12.39359 -0.6 -0.7 -0.4 -0.464
C 12.05251 -19.82943 -12.03265 0.8 0.3 -0.4 0.415
C 13.57900 -20.06422 -12.30287 -1.4 -0.8 0.2 -0.541
O 13.93551 -21.47202 -12.23662 -0.6 0.3 -0.6 -0.319
C 13.32153 -22.25308 -13.32666 0.2 0.9 1.3 -0.765
H 10.49160 -13.86095 -11.45882 0.0 0.2 0.0 0.342
H 12.13491 -14.48007 -11.85680 -0.1 0.1 -0.4 0.350
H 11.79724 -13.99446 -10.22425 -0.3 0.1 0.1 0.194
H 10.57752 -15.97287 -12.79596 0.5 -0.3 -0.3 0.413
H 9.23854 -16.21245 -11.75740 -0.3 -0.3 0.0 0.168
H 9.62306 -18.43701 -12.13460 -0.1 -0.3 -0.4 0.394
H 10.61596 -18.27649 -10.73367 -0.3 0.5 0.3 -0.537
H 11.45543 -18.54612 -13.34507 0.7 0.5 -0.7 0.295
H 11.36210 -20.48288 -12.56599 0.2 -0.3 -0.4 0.546
H 11.81827 -20.05433 -10.99215 0.3 0.4 0.2 -0.715
H 14.04432 -19.43375 -11.54517 0.5 -0.8 0.4 0.340
H 13.94464 -19.60200 -13.21980 -0.4 -0.2 -0.5 0.371
H 13.45402 -23.31849 -13.13841 0.6 0.2 0.1 0.273
H 13.75811 -21.93655 -14.27392 -0.1 -0.2 -0.1 0.298
H 12.23864 -22.12903 -13.31843 0.0 0.3 -0.2 0.312
C 5.73486 -18.04015 -1.92859 -0.7 0.1 -0.9 -0.605
O 5.34141 -17.55963 -3.24090 0.6 0.7 1.5 -0.413
C 5.69518 -18.38856 -4.30492 -0.2 -0.5 -0.2 0.163
C 5.64718 -17.66475 -5.61574 0.8 0.4 -0.8 -1.407
N 6.82267 -16.86165 -5.98678 -0.4 1.1 0.8 0.089
C 7.23704 -15.85290 -4.95831 1.2 -0.7 -1.4 -0.433
C 8.59900 -15.22894 -5.43044 -3.0 0.0 0.4 -0.862
O 9.54008 -16.24162 -5.49756 -0.6 0.0 0.9 -0.162
C 10.77447 -15.77584 -5.89869 1.1 -1.7 -1.2 -0.546
H 6.72162 -18.50285 -1.91037 0.1 -0.1 -0.3 0.303
H 4.98087 -18.76576 -1.62352 0.1 -0.1 0.3 0.205
H 5.76869 -17.21468 -1.21757 -0.3 0.1 -0.3 0.267
H 4.94743 -19.17211 -4.42750 0.0 -0.6 0.4 0.099
H 6.69408 -18.79965 -4.15891 0.1 -0.4 0.1 0.357
H 4.71452 -17.10170 -5.65060 0.1 0.5 0.0 0.653
H 5.55465 -18.40014 -6.41495 -0.1 -0.2 0.0 0.310
H 7.62199 -17.45172 -6.16848 0.0 -0.2 0.1 -0.192
H 7.38978 -16.35199 -4.00140 -0.2 0.4 0.3 0.273
H 6.47802 -15.07073 -4.97215 0.0 0.0 0.5 0.353
H 8.86752 -14.38266 -4.79813 0.4 -0.1 0.5 0.533
H 8.30743 -14.77844 -6.37920 0.6 -0.1 -0.7 0.344
H 11.21676 -14.99606 -5.27868 -0.2 0.3 -0.2 0.405
H 10.72944 -15.65133 -6.98062 0.1 1.3 -0.2 0.402
H 11.42982 -16.64682 -5.89666 0.3 -0.1 0.7 -0.199
C 13.17717 -19.59757 -4.40902 -0.2 0.7 -0.7 -0.643
O 14.20346 -19.40288 -5.39234 0.4 0.7 0.4 -0.552
C 14.23073 -18.05438 -5.88016 0.5 0.0 -0.6 0.311
C 15.38399 -17.84535 -6.85522 0.2 -0.9 -1.3 -1.485
N 16.73740 -18.29108 -6.50791 -0.5 0.6 -1.2 -0.267
C 17.20918 -17.67059 -5.30111 0.1 -0.3 0.3 -0.442
C 18.70046 -17.91146 -5.02029 -0.8 0.3 0.5 -0.680
O 18.92228 -19.28407 -4.90834 0.5 -1.2 -1.1 -0.267
C 20.29571 -19.69711 -4.89165 -0.7 0.0 1.2 -0.792
H 13.25121 -18.84726 -3.62184 0.2 -0.1 0.2 0.391
H 13.20356 -20.60760 -4.00005 0.2 0.1 -0.2 0.220
H 12.23061 -19.41060 -4.91612 -0.4 -0.3 0.2 0.174
H 14.35555 -17.22382 -5.18541 -0.4 -0.6 1.2 0.705
H 13.31013 -17.85409 -6.42831 -0.3 0.0 -0.1 -0.180
H 15.40606 -16.80639 -7.18415 0.1 0.4 0.6 0.464
H 15.07512 -18.27546 -7.80796 0.3 -0.7 -0.1 0.338
H 16.79403 -19.29611 -6.42534 -0.1 0.0 0.1 0.321
H 16.54316 -18.05663 -4.52942 0.6 0.0 1.0 0.223
H 17.02479 -16.59639 -5.31536 0.1 0.2 -0.3 0.424
H 18.90509 -17.43221 -4.06293 0.2 0.2 0.3 0.375
H 19.36091 -17.44119 -5.74882 -0.1 0.0 -0.4 0.389
H 20.34078 -20.78247 -4.80182 -0.4 0.0 0.1 0.241
H 20.67777 -19.27258 -3.96326 0.7 0.0 -0.1 0.313
H 20.94211 -19.47043 -5.73952 -0.4 0.7 -0.3 0.312
C 14.31224 -21.55142 -8.70222 -0.4 -0.3 -0.8 -1.523
C 12.80365 -21.39229 -8.49577 0.9 0.4 0.0 1.443
C 12.06438 -22.64186 -8.88550 -0.6 -0.8 -0.2 -1.109
O 12.57262 -21.20485 -7.10719 -0.3 -0.3 0.7 -0.097
H 14.91922 -20.73750 -8.30570 -0.2 0.0 0.4 0.275
H 14.54961 -21.59018 -9.76535 -0.1 -0.1 -0.1 0.303
H 14.56427 -22.52122 -8.27319 0.4 0.1 0.2 0.385
H 12.44511 -20.46054 -8.93325 -0.1 -0.2 -0.8 -0.184
H 12.42283 -23.46260 -8.26421 0.1 0.1 0.3 0.314
H 12.16238 -23.04007 -9.89542 0.4 0.7 -0.3 0.479
H 10.98906 -22.57780 -8.71918 0.1 0.2 0.2 -0.203
H 13.27985 -20.62581 -6.81366 0.2 0.3 0.6 -0.126
C 5.52517 -22.83733 -3.73875 0.2 0.6 -0.1 -0.958
C 5.29753 -22.19265 -2.36226 -0.2 -1.3 -1.1 0.720
C 3.94803 -21.49021 -2.25673 0.5 -0.4 0.6 -1.277
O 5.32158 -23.27455 -1.42012 -0.3 0.5 0.5 -0.583
H 5.47333 -22.08476 -4.52555 -0.2 0.0 -0.2 0.152
H 4.82477 -23.64606 -3.94726 -0.1 0.1 0.1 0.325
H 6.53787 -23.23748 -3.78795 0.1 -0.2 0.0 0.226
H 6.14392 -21.52822 -2.18829 -0.1 0.4 0.2 0.144
H 3.86703 -21.12262 -1.23378 -0.1 0.4 -0.1 0.307
H 3.13506 -22.20781 -2.36734 0.1 -0.1 -0.3 0.409
H 3.85098 -20.68948 -2.98987 0.0 0.0 0.1 0.256
H 6.18569 -23.68987 -1.46938 0.1 -0.1 0.0 0.326
C 4.91056 -21.53020 -10.21238 1.2 -0.6 -0.9 -0.821
C 4.86778 -21.07555 -11.67919 -0.9 -0.8 0.9 0.393
C 3.79675 -21.83742 -12.45889 -0.2 0.8 -0.1 -1.577
O 4.59336 -19.68868 -11.63684 0.1 0.5 -0.7 -0.512
H 3.95833 -21.35873 -9.71043 -0.1 -0.1 -0.1 0.451
H 5.71238 -21.02643 -9.67256 -0.1 0.2 0.0 0.044
H 5.17840 -22.58672 -10.22288 -0.3 -0.2 0.4 0.330
H 5.78373 -21.22772 -12.25014 0.4 0.3 0.5 0.340
H 3.79726 -21.40294 -13.45856 -0.1 -0.4 -0.2 0.387
H 2.81321 -21.62434 -12.04017 -0.1 -0.1 0.1 0.336
H 3.93113 -22.91893 -12.47876 0.2 0.1 -0.1 0.364
H 3.89033 -19.56127 -10.99567 -0.2 0.1 0.0 0.307
C 11.66755 -23.27013 -4.23541 0.7 0.3 -0.7 -0.987
C 10.47236 -24.00922 -4.84431 1.4 -0.5 0.4 0.927
C 10.87681 -25.06870 -5.84146 0.0 0.4 -1.6 -1.055
O 9.98068 -24.74253 -3.74873 -1.8 0.0 1.0 -0.552
H 11.38454 -22.67830 -3.36492 -0.2 0.2 -0.3 0.387
H 12.28888 -22.71566 -4.93869 -0.5 0.5 -0.2 -0.214
H 12.41284 -23.98182 -3.88024 -0.1 -0.6 0.2 0.590
H 9.73609 -23.34386 -5.29519 -0.2 0.1 0.6 -0.136
H 11.11685 -26.00904 -5.34523 0.5 0.2 -0.1 0.370
H 11.64053 -24.66855 -6.50832 0.6 -0.4 0.2 0.097
H 10.08860 -25.31332 -6.55348 -0.5 0.0 0.2 0.218
H 10.76935 -25.15022 -3.38350 -0.1 -0.2 0.3 0.392
C 5.30868 -16.27519 -11.80468 -0.4 1.2 -0.1 -1.611
C 6.39061 -16.79222 -10.86642 -1.9 -2.1 0.7 0.872
C 5.91622 -17.30244 -9.47962 -0.7 1.2 0.5 -1.318
O 6.85665 -17.99144 -11.45432 2.5 0.1 -1.1 -0.421
H 5.75801 -15.64086 -12.56876 0.2 -0.1 -0.2 0.375
H 4.59603 -15.60331 -11.32634 -0.1 -0.1 0.3 0.368
H 4.75643 -17.04585 -12.34246 0.1 -0.2 0.4 0.263
H 7.16036 -16.02375 -10.79557 0.4 -0.5 0.2 0.385
H 6.69225 -17.83539 -8.93023 0.3 0.3 -0.1 0.212
H 5.08010 -18.00097 -9.51213 -0.1 -0.2 -0.8 0.262
H 5.49479 -16.53396 -8.83159 0.4 0.4 0.1 0.480
H 6.28649 -18.73817 -11.25708 -0.6 0.3 0.0 0.228
C 7.82998 -20.38968 -7.10885 0.0 -0.5 -0.1 0.206
C 9.33402 -20.59695 -7.28573 -0.8 3.1 0.3 2.933
C 9.86247 -19.18996 -7.71870 -0.6 -1.1 -1.2 0.145
O 9.90487 -20.82994 -6.04367 -0.1 -1.2 0.9 -0.592
H 7.35875 -21.17798 -6.52181 0.0 -0.1 0.0 0.436
H 7.34109 -20.32864 -8.08114 -0.1 0.0 -0.1 -0.148
H 7.65333 -19.44112 -6.60179 0.0 -0.1 0.1 -0.873
H 9.56994 -21.35488 -8.03270 0.0 -0.1 0.0 -1.987
H 9.47040 -18.35253 -7.14155 0.2 -0.3 0.6 -0.542
H 9.41021 -19.04293 -8.69948 0.6 0.3 -0.5 0.152
H 10.95240 -19.19390 -7.73070 0.0 0.2 -0.2 -0.049
H 10.82097 -21.03106 -6.24838 0.7 -0.1 0.2 0.170
C 7.87755 -24.07755 -8.99614 -0.5 0.5 0.5 -1.048
C 8.82443 -23.79935 -10.14779 0.4 -2.1 0.2 1.307
C 9.86085 -24.92591 -10.29163 1.1 1.0 -0.5 -1.487
O 8.12486 -23.88937 -11.37674 -0.9 0.6 -0.4 -0.597
H 7.48872 -25.09531 -8.96343 0.1 -0.2 -0.6 0.536
H 7.01612 -23.41475 -9.07810 -0.1 0.1 0.2 0.064
H 8.27488 -23.96485 -7.98742 0.4 0.4 -0.1 0.059
H 9.29498 -22.81633 -10.12897 0.0 0.0 0.3 -0.074
H 9.41809 -25.89544 -10.51985 -0.2 0.1 0.4 0.371
H 10.65043 -24.96905 -9.54142 -0.4 -0.2 0.5 0.248
H 10.40921 -24.64854 -11.19188 0.1 -0.2 -0.3 0.368
H 7.27877 -24.29432 -11.17240 -0.1 0.0 -0.3 0.357
```
Forces are in eV/Å.

For the highest occupied orbital energy, the calculation gives -8.5 eV. The structure (SMILES) is COCCNCCOC.COCCNCCOC.COCCNCCOC.CC(C)O.CC(C)O.CC(C)O.CC(C)O.CC(C)O.CC(C)O.CC(C)O. As for the maximum force: 3.25 eV/Å. As for the energy: -73161.757 eV. The energy above the lowest of the compared OMol25 structures with the same formula, charge and spin comes out at 33.4 kcal/mol.

# 2
A 5-piece molecular cluster, C13H33BrF2N3O7S2 overall in a non-equilibrium geometry, computed with ωB97M-V/def2-TZVPD.

Structure (XYZ):
```
61
Properties=species:S:1:pos:R:3:forces:R:3:mulliken_charge:R:1
O -7.61013 4.55569 -5.50369 0.2 0.1 2.7 0.399
H -8.55348 4.65299 -5.35456 -1.7 0.7 0.0 0.278
H -7.32947 5.04393 -6.28115 0.6 1.0 -1.7 0.572
H -7.34012 3.63583 -5.45322 0.7 -2.4 -0.6 -0.243
Br -7.02904 1.54851 -6.28119 -0.1 0.4 0.4 -0.780
N -7.02874 6.03718 -7.40813 5.3 0.2 -0.7 -0.312
S -5.38540 6.58887 -7.38079 5.9 -3.4 -0.3 1.041
O -5.02366 7.87721 -6.83826 -1.6 -0.2 -1.3 -0.522
O -4.52726 5.98525 -8.43695 -3.2 1.8 1.9 -0.647
F -4.83341 5.76180 -6.10400 -1.2 -0.8 -0.2 -0.202
S -7.61075 7.44335 -7.52958 -6.5 4.1 0.4 1.027
O -7.12544 8.31942 -8.56379 0.2 -0.9 0.9 -0.611
O -8.10856 7.96021 -6.26606 1.4 0.1 -0.8 -0.576
F -9.02882 6.97543 -8.11116 -0.2 -0.4 -0.6 -0.306
C -3.99568 4.35834 -0.89991 0.4 0.3 1.8 -1.893
C -4.65086 4.35125 -2.25433 -0.2 -0.9 -0.4 1.343
C -5.46161 3.08180 -2.36285 -2.0 0.1 -0.1 -1.087
C -6.70276 3.12264 -1.46873 0.9 -0.1 -0.2 -0.752
C -7.48324 4.40780 -1.63586 -0.3 1.3 0.1 -0.277
C -6.74460 5.82504 -1.66098 0.1 -1.1 -0.8 1.669
N -5.51680 5.55200 -2.48017 -2.1 -2.9 0.2 1.009
O -4.78450 6.66428 -2.67067 1.2 1.9 -0.4 -0.602
C -7.64517 6.92315 -2.39650 0.9 -1.8 -0.5 -1.390
C -6.43825 6.31125 -0.26829 -0.3 0.5 1.6 -1.893
C -3.53657 4.25177 -3.32887 -0.1 0.6 0.3 -1.651
H -4.64544 4.29993 -0.02670 -0.7 0.2 -0.4 0.321
H -3.45366 5.28723 -0.72252 0.4 -0.1 -0.2 0.378
H -3.39518 3.48172 -0.65690 0.7 0.0 -0.8 0.403
H -5.90699 2.98922 -3.35338 0.5 0.1 -0.5 0.102
H -4.90067 2.16290 -2.19235 0.3 0.2 0.1 0.480
H -6.44231 2.97717 -0.42035 0.0 -0.1 0.1 0.370
H -7.33169 2.29490 -1.79645 -0.2 -0.1 0.3 0.489
H -8.18488 4.39808 -0.80177 -0.5 0.4 -0.1 0.368
H -8.04065 4.36946 -2.57177 -0.1 -0.1 0.0 -0.693
H -7.39797 6.89596 -3.45776 0.7 0.6 -0.1 0.296
H -8.67326 6.58871 -2.53539 -0.3 0.1 1.1 0.041
H -7.53578 7.90862 -1.94375 -0.2 -0.1 -0.2 0.423
H -7.27831 6.77067 0.25260 -0.9 -0.3 -0.3 0.470
H -6.13983 5.51945 0.41881 0.3 0.0 -0.2 0.338
H -5.77340 7.16930 -0.16919 0.8 -0.3 -0.6 0.384
H -3.13239 3.25000 -3.47449 0.2 -0.2 1.1 0.373
H -2.81193 4.96068 -2.92830 0.6 -0.1 -0.9 0.393
H -3.81338 4.40749 -4.37157 -0.5 0.9 0.2 0.228
H -4.94858 6.79134 -3.60797 0.5 0.7 -0.3 0.363
C -10.32892 3.30470 -4.38592 -0.1 -1.1 1.1 -1.307
C -11.06997 4.56110 -4.53015 -2.1 1.3 -0.8 0.535
C -11.51601 5.34657 -3.25336 1.0 -0.7 -0.6 -0.517
O -12.46753 4.64276 -2.46098 0.2 1.7 0.7 -0.403
C -13.01231 5.46793 -1.35797 -0.9 -1.4 -0.7 -0.796
N -10.24311 5.42233 -5.42722 -0.5 0.1 0.2 -0.690
H -9.42637 3.53366 -3.81929 0.4 -0.6 -0.3 -0.045
H -10.21413 2.84828 -5.36908 0.8 0.1 0.1 0.388
H -10.90993 2.56749 -3.83180 0.0 0.0 0.3 0.465
H -11.95841 4.28901 -5.10001 -0.6 0.2 0.2 0.425
H -11.89129 6.33728 -3.50977 -0.2 0.0 -0.3 0.432
H -10.56648 5.51883 -2.74657 0.1 0.0 0.7 0.051
H -12.86063 6.54438 -1.27826 1.2 -0.1 -0.6 0.341
H -12.79424 4.97339 -0.41141 0.3 0.1 -0.1 0.273
H -14.09523 5.45150 -1.48089 -0.2 -0.4 0.0 0.301
H -10.53319 6.38864 -5.38033 0.3 0.5 0.6 0.183
H -10.58168 5.23951 -6.36105 0.4 -0.5 -0.5 0.239
```
Forces are in eV/Å.

For the highest occupied orbital energy, the calculation gives -5.3 eV. As for the maximum force: 7.69 eV/Å. As for the energy: -129964.788 eV. As for the net charge: -1.